Entry from the Open Molecules 2025 dataset: one molecule with the formula C6H7N3O2 in a non-equilibrium geometry (ωB97M-V/def2-TZVPD).

```
18
C6H7N3O2 (ωB97M-V/def2-TZVPD)
C -0.404 -0.549 -0.706
N -1.529 -1.173 -0.842
H -2.733 -0.449 2.111
O 1.726 -0.116 -1.796
H -0.551 0.764 2.432
H 2.108 -0.117 0.890
C 1.469 0.667 0.497
H 1.577 1.525 1.134
H 0.066 -1.163 -2.555
C -0.820 0.247 1.504
H 1.442 1.893 -1.333
N 0.378 -0.536 -1.799
C -2.382 -1.135 0.245
H 3.047 1.231 -0.967
C 1.981 1.016 -0.943
N -2.059 -0.387 1.348
C 0.063 0.148 0.473
O -3.380 -1.863 0.306
```

As for the HOMO energy: -0.323 Eh. The value obtained for the energy above the lowest of the compared OMol25 structures with the same formula, charge and spin is 1.175 eV. Its SMILES is O=c1nc2c(c[nH]1)CCON2. Its LUMO energy is 0.56 eV. The charge is 0. For the gap between HOMO and LUMO, the calculation gives 9.35 eV.

=====

Entry from the Open Molecules 2025 dataset: one molecule with the formula C6H7N3O2S in a non-equilibrium geometry (ωB97M-V/def2-TZVPD).

```
19
C6H7N3O2S (ωB97M-V/def2-TZVPD)
H -0.382 -2.761 0.567
N -1.694 1.629 0.549
N -1.244 -0.847 0.705
C -1.409 -2.242 0.387
C 2.021 0.115 -0.113
N 0.948 -0.648 -0.081
H -1.590 -2.223 -0.641
S -2.635 0.308 0.016
H 2.917 -0.417 -0.186
H -2.135 2.504 0.402
O -3.798 0.220 0.764
O -2.783 0.345 -1.452
C 1.984 1.483 -0.054
H 0.875 3.219 0.177
C 0.766 2.161 0.083
H 2.796 2.007 0.166
C -0.343 1.340 0.313
C -0.174 -0.103 0.297
H -2.094 -2.831 1.061
```

As for the HOMO energy: -0.314 Eh. The value obtained for the energy above the lowest of the compared OMol25 structures with the same formula, charge and spin is 0.751 eV. Its SMILES is CN1c2ncccc2NS1(=O)=O. Its LUMO energy is 0.39 eV. The charge is 0. For the gap between HOMO and LUMO, the calculation gives 8.94 eV.

=====

Entry from the Open Molecules 2025 dataset: one molecule with the formula C6H7N3O3 in a non-equilibrium geometry (ωB97M-V/def2-TZVPD).

```
19
C6H7N3O3 (ωB97M-V/def2-TZVPD)
N 1.626 -0.789 1.993
H -2.337 -0.670 -2.573
C 0.293 0.463 0.706
H 2.977 0.688 2.538
C 0.405 -2.109 -1.453
C -0.807 0.731 -0.215
C -1.215 -0.239 -1.069
C 2.089 0.444 1.990
O 1.411 -1.502 -1.639
H 0.282 -3.200 -1.505
H 1.424 2.329 1.018
H 0.014 -1.611 1.084
H -2.248 2.051 -0.687
C 1.287 1.285 1.208
H -1.296 2.482 0.654
N -1.347 2.006 -0.236
O -0.808 -1.593 -1.154
O -2.297 0.000 -1.881
N 0.546 -0.767 1.222
```

As for the HOMO energy: -0.288 Eh. The value obtained for the energy above the lowest of the compared OMol25 structures with the same formula, charge and spin is 0.000 eV. Its SMILES is N/C(=C(\O)OC=O)c1ccn[nH]1. Its LUMO energy is 0.52 eV. The charge is 0. For the gap between HOMO and LUMO, the calculation gives 8.36 eV.

=====

Entry from the Open Molecules 2025 dataset: one molecule with the formula C6H7N3O4S in a non-equilibrium geometry (ωB97M-V/def2-TZVPD).

```
21
C6H7N3O4S (ωB97M-V/def2-TZVPD)
H 2.903 -2.486 1.833
N -2.048 0.419 -1.172
C 0.776 -1.687 -0.647
H 0.315 -2.232 -1.463
H -2.215 2.348 -1.142
C 1.508 -2.373 0.275
C 1.176 0.372 0.576
N -2.556 1.750 -0.469
H 2.437 0.215 2.260
H -2.266 -0.398 -0.641
C 2.247 -1.731 1.316
O -0.261 0.054 -2.931
C 0.609 -0.281 -0.504
C 2.140 -0.365 1.387
H 0.806 1.363 0.875
O -2.703 2.835 1.376
N -2.211 1.895 0.804
O -1.535 1.030 1.332
H 1.618 -3.450 0.155
S -0.462 0.627 -1.666
O -0.280 2.094 -1.555
```

As for the HOMO energy: -0.370 Eh. The value obtained for the energy above the lowest of the compared OMol25 structures with the same formula, charge and spin is 1.189 eV. Its SMILES is O=[N+]([O-])NNS(=O)(=O)c1ccccc1. Its LUMO energy is -0.03 eV. The charge is 0. For the gap between HOMO and LUMO, the calculation gives 10.05 eV.

=====

Entry from the Open Molecules 2025 dataset: one molecule with the formula C6H7N3OS in a non-equilibrium geometry (ωB97M-V/def2-TZVPD).

```
18
C6H7N3OS (ωB97M-V/def2-TZVPD)
H -3.476 0.638 0.488
C -2.516 0.375 0.170
H 1.670 -1.894 1.561
H -2.168 -2.785 -0.957
N 2.004 0.995 -0.284
C 1.209 -1.155 0.740
H 2.890 1.488 -0.392
H 0.961 2.697 -0.379
H -1.976 2.364 -0.148
N -2.399 -0.943 -0.188
N -0.248 0.944 -0.306
S 0.091 -2.362 -0.240
O 3.430 -0.784 -0.251
C -1.524 1.377 -0.118
C 2.328 -0.352 0.047
C -1.688 -1.867 -0.532
H 0.576 -0.386 1.115
C 0.835 1.651 -0.327
```

As for the HOMO energy: -0.285 Eh. The value obtained for the energy above the lowest of the compared OMol25 structures with the same formula, charge and spin is 2.729 eV. Its SMILES is O=C1CS\C=N/C=C\N=C\N1. Its LUMO energy is -0.14 eV. The charge is 0. For the gap between HOMO and LUMO, the calculation gives 7.61 eV.

=====

Entry from the Open Molecules 2025 dataset: one molecule with the formula C6H7N3S in a non-equilibrium geometry (ωB97M-V/def2-TZVPD).

```
17
C6H7N3S (ωB97M-V/def2-TZVPD)
N 1.007 0.965 -0.556
H 2.893 0.194 -0.290
S -2.030 1.257 -0.001
H 1.904 0.119 1.185
N 1.254 2.252 -0.152
C -0.590 0.370 -0.167
H -3.966 -0.180 0.336
H 2.277 -2.141 -0.344
N 0.297 -1.871 -0.288
H 1.132 2.430 0.849
H -2.467 -2.338 0.151
C 1.477 -1.423 -0.222
C -2.907 -0.230 0.174
C -2.116 -1.325 0.077
C -0.750 -0.983 -0.131
C 1.882 0.002 0.081
H 0.704 2.902 -0.703
```

As for the HOMO energy: -0.305 Eh. The value obtained for the energy above the lowest of the compared OMol25 structures with the same formula, charge and spin is 1.673 eV. Its SMILES is NN1CC=Nc2ccsc21. Its LUMO energy is 0.69 eV. The charge is 0. For the gap between HOMO and LUMO, the calculation gives 9.00 eV.

=====

Entry from the Open Molecules 2025 dataset: one molecule with the formula C6H7NO in a non-equilibrium geometry (ωB97M-V/def2-TZVPD).

```
15
C6H7NO (ωB97M-V/def2-TZVPD)
C 1.640 -0.213 -0.124
H 1.873 2.117 -0.055
C -2.302 -0.355 -0.486
H -0.679 2.050 -0.367
O 2.750 -0.571 0.392
H 0.421 -2.105 -0.108
C -0.896 -0.123 -0.153
N 0.408 -1.056 -0.379
H -2.332 -0.770 1.753
H -2.751 0.170 -1.297
H -2.286 1.134 1.152
H -2.933 -1.392 -0.455
C -0.167 1.198 -0.159
C 1.196 1.266 -0.133
C -2.166 0.021 0.871
```

As for the HOMO energy: -0.332 Eh. The value obtained for the energy above the lowest of the compared OMol25 structures with the same formula, charge and spin is 3.771 eV. Its SMILES is O=C1C=CC2(CC2)N1. Its LUMO energy is 0.53 eV. The charge is 0. For the gap between HOMO and LUMO, the calculation gives 9.56 eV.